[1]
C3H4 in the gas phase. Source: the Open Molecules 2025 dataset; level of theory: the ωB97M-V functional and the def2-TZVPD basis.

As for the charge: 0. As for the energy above the lowest of the compared OMol25 structures with the same formula, charge and spin: 40.8 kcal per mole. For the highest occupied orbital energy, the calculation gives -9.39 eV. As for the SMILES: C#CC. Its orbital gap is 10.24 eV.

Cartesian coordinates (Å):
C  -0.95  0.15  -0.07
H  -1.11  0.56  -1.02
H  2.79  -0.43  0.31
C  1.82  -0.33  -0.11
C  0.46  -0.25  0.14
H  -1.32  0.91  0.54
H  -1.70  -0.61  0.22


[2]
8 unconnected molecules or ions with the total composition C6H24NO8. Source: the Open Molecules 2025 dataset; level of theory: the ωB97M-V functional and the def2-TZVPD basis.

As for the charge: -2. As for the energy above the lowest of the compared OMol25 structures with the same formula, charge and spin: 0.0 kcal per mole. For the highest occupied orbital energy (spin up / spin down), the calculation gives 2.28 / -0.84 eV. Its orbital gap (spin up / spin down) is 3.34 / 6.41 eV. Its spin multiplicity is 2.

Cartesian coordinates (Å):
O  -0.80  -2.15  1.84
H  -0.33  -1.60  -3.39
C  2.01  0.93  1.69
H  1.55  3.42  -2.36
H  -3.32  0.39  0.29
H  2.86  0.19  -0.81
N  3.15  0.28  1.33
H  -0.97  -2.34  0.87
H  1.06  -2.32  -1.91
H  4.48  -0.32  -0.21
H  2.15  1.50  2.62
C  -1.68  1.69  0.76
H  -2.92  -1.14  2.07
H  -2.36  2.35  1.32
O  -2.02  0.27  -1.21
H  -1.74  -0.52  0.58
O  -0.07  -1.22  -2.53
O  1.75  3.43  -1.42
H  2.21  2.59  -1.27
H  -1.21  -0.20  -1.48
H  1.58  -2.61  -0.48
H  0.36  0.39  -2.39
H  -0.69  1.16  2.65
O  -1.25  -2.62  -0.66
H  -1.36  2.36  -0.03
O  -3.29  -0.39  2.56
C  -0.45  1.61  1.67
H  -0.54  1.67  -2.38
H  0.06  2.56  1.88
O  0.35  1.38  -2.56
C  -2.24  0.38  0.23
H  -0.62  -3.35  -0.79
H  -0.71  -1.97  -1.24
C  3.49  0.05  0.07
O  1.54  -3.01  -1.35
H  -2.52  -0.19  3.11
H  -0.04  -1.56  1.99
H  0.54  0.25  0.27
C  0.77  0.84  1.15


[3]
A molecular structure, C5H11N. Source: the Open Molecules 2025 dataset; level of theory: the ωB97M-V functional and the def2-TZVPD basis.

As for the charge: +1. As for the energy above the lowest of the compared OMol25 structures with the same formula, charge and spin: 121.2 kcal per mole. For the highest occupied orbital energy (spin up / spin down), the calculation gives -14.76 / -14.45 eV. Its orbital gap (spin up / spin down) is 8.82 / 8.50 eV. Its spin multiplicity is 2.

Cartesian coordinates (Å):
H  0.46  -0.79  2.96
C  0.54  -0.73  0.84
H  1.28  -2.21  2.26
C  -0.22  0.33  -1.65
C  0.66  1.18  -0.78
H  0.06  -0.71  -1.53
C  0.32  0.72  0.62
N  -1.69  0.36  -1.23
H  1.62  1.00  -1.27
H  1.36  -1.23  0.32
H  0.38  2.23  -0.84
C  0.38  -1.54  2.15
H  0.12  1.58  1.25
H  -0.55  -2.11  2.30
H  -0.11  0.53  -2.73
H  -2.35  -0.28  -1.72
H  -0.51  -0.33  0.48


[4]
C5H8FN3OS in the gas phase. Source: the Open Molecules 2025 dataset; level of theory: the ωB97M-V functional and the def2-TZVPD basis.

As for the charge: 0. As for the energy above the lowest of the compared OMol25 structures with the same formula, charge and spin: 46.0 kcal per mole. For the highest occupied orbital energy, the calculation gives -8.98 eV. Its orbital gap is 9.45 eV.

Cartesian coordinates (Å):
C  -1.90  1.89  -0.23
H  1.70  -0.98  -2.90
C  0.95  -0.74  -2.17
H  1.01  -1.37  3.48
O  1.60  -1.53  1.09
C  -1.71  0.87  0.72
H  0.11  -0.57  -2.79
H  -2.68  2.51  -0.37
H  1.36  1.56  -1.93
H  2.00  0.35  -0.72
N  0.02  0.87  -0.58
C  1.19  0.56  -1.37
N  0.03  -1.46  3.00
C  -0.47  0.31  0.53
N  -0.84  1.80  -1.03
F  -2.63  0.47  1.63
H  0.97  -1.48  -1.29
H  -0.83  -1.56  3.59
S  0.13  -1.49  1.35


[5]
C2H3N3O in the gas phase. Source: the Open Molecules 2025 dataset; level of theory: the ωB97M-V functional and the def2-TZVPD basis.

As for the charge: 0. As for the energy above the lowest of the compared OMol25 structures with the same formula, charge and spin: 102.6 kcal per mole. For the highest occupied orbital energy, the calculation gives -9.23 eV. As for the SMILES: [H]/N=c1\cno[nH]1. Its orbital gap is 9.53 eV.

Cartesian coordinates (Å):
N  -0.89  0.57  -0.55
N  0.21  1.13  1.23
C  0.19  0.31  0.24
N  -0.20  -1.45  -1.12
C  0.69  -0.95  -0.33
H  -1.41  1.15  0.16
O  -1.26  -0.61  -1.22
H  1.59  -1.52  -0.10
H  1.07  1.38  1.68


[6]
11 unconnected molecules or ions with the total composition C35H42F11O34P. Source: the Open Molecules 2025 dataset; level of theory: the ωB97M-V functional and the def2-TZVPD basis.

As for the charge: 0. For the highest occupied orbital energy, the calculation gives -10.51 eV. As for the SMILES: CCCO[P@](=O)(O)O[C@@H](C)F.O=C1OC[C@@H](F)O1.O=C1OC[C@@H](F)O1.O=C1OC[C@@H](F)O1.O=C1OC[C@@H](F)O1.O=C1OC[C@@H](F)O1.O=C1OC[C@@H](F)O1.O=C1OC[C@@H](F)O1.O=C1OC[C@@H](F)O1.O=C1OC[C@@H](F)O1.O=C1OC[C@@H](F)O1. Its orbital gap is 10.57 eV.

Cartesian coordinates (Å):
F  1.03  3.19  1.73
O  1.78  0.46  2.15
F  -3.67  7.57  -2.49
C  -0.42  0.39  -5.74
H  0.66  -5.30  -1.12
H  -3.97  -0.12  5.41
O  3.49  4.63  4.68
C  -3.50  4.72  -4.25
H  4.56  0.24  -6.72
C  -3.42  6.87  -3.62
C  3.03  0.35  2.88
C  4.77  5.07  4.88
C  3.63  -5.36  -4.67
C  4.46  -2.55  -6.50
C  -1.55  -0.63  -0.32
O  4.76  6.39  5.17
O  2.09  -3.86  -2.07
F  -3.27  2.62  6.35
O  -4.39  5.35  -5.03
P  0.46  0.54  2.97
C  3.43  6.89  5.00
C  -0.33  -5.75  -1.09
C  -4.67  6.64  -4.45
H  3.93  1.48  4.43
H  -0.97  3.01  4.23
H  3.31  7.30  4.00
C  -6.52  -3.03  0.43
H  3.74  -0.01  2.14
O  -6.06  -3.57  1.60
C  2.86  -1.07  -6.98
O  -0.50  1.58  2.26
O  -2.16  -0.15  0.58
F  -0.66  -6.15  -2.34
H  4.16  2.98  1.85
O  -0.89  -6.09  1.10
H  -0.79  4.62  3.47
C  3.52  1.67  3.44
O  -3.14  3.60  -4.40
O  -1.17  0.75  -6.81
O  3.16  -5.79  -2.47
C  -4.90  -2.85  1.98
H  1.08  -1.07  -1.94
O  -5.93  -1.84  0.20
C  1.11  -3.95  4.16
H  -2.68  1.95  -6.12
H  -0.92  3.38  1.54
H  2.69  2.35  3.59
H  5.23  2.95  3.26
O  3.54  -2.23  -7.44
H  2.75  -7.19  -3.95
C  -1.69  2.05  -6.55
H  3.50  0.17  -5.29
O  -0.15  1.46  -4.96
H  0.17  3.08  -6.21
F  2.51  -0.30  -8.05
O  -4.75  2.91  4.66
H  -5.73  -0.85  2.02
C  -3.85  0.82  4.88
H  3.21  7.65  5.74
H  -1.04  -0.51  -3.05
F  3.26  -5.75  -5.90
H  -4.83  7.38  -5.22
O  2.68  -4.44  -4.16
H  1.14  -1.88  3.54
H  2.95  -0.39  3.66
C  -0.64  2.63  -5.63
C  -5.18  2.15  3.61
C  3.54  -6.49  -3.67
H  0.85  -4.56  5.03
H  4.60  -4.86  -4.72
F  0.19  -4.15  3.19
H  0.62  3.69  4.07
O  -5.83  2.54  2.71
C  1.31  -2.47  4.45
O  4.65  -1.53  -5.65
O  -2.09  -1.21  -1.41
C  -0.22  2.96  2.25
C  -0.36  3.63  3.59
H  0.36  -2.48  -1.14
F  -1.78  2.73  -7.72
C  3.31  -3.51  4.26
H  -4.23  -0.97  1.09
H  -4.02  -3.38  1.61
H  -1.03  3.35  -4.92
C  -5.14  -1.49  1.36
H  0.42  -7.40  0.13
H  5.25  1.60  2.15
O  4.48  -3.72  4.28
O  0.64  0.73  4.40
H  0.70  -2.08  5.25
H  1.95  -1.37  -6.45
O  -4.74  0.88  3.75
F  -1.26  -2.49  -3.08
H  -2.60  7.35  -4.15
O  -0.06  -0.72  -5.50
O  5.74  4.39  4.83
O  -3.04  5.55  -3.28
C  2.61  5.62  5.16
O  -0.27  -0.83  2.69
F  1.49  5.64  4.40
H  -5.11  1.84  6.38
H  2.33  5.38  6.19
O  2.39  -4.34  3.70
O  2.70  -2.43  4.80
O  -0.21  -0.66  -0.36
H  -1.29  -7.53  -0.34
C  4.60  2.34  2.62
H  -2.82  0.93  4.54
O  -1.96  -4.11  1.38
H  -0.85  -0.76  1.92
C  2.59  -4.62  -2.83
F  -4.83  -2.80  3.33
O  -1.27  -4.79  -0.65
H  4.47  -7.03  -3.52
C  3.91  -0.40  -6.12
O  -7.32  -3.54  -0.28
O  5.00  -3.61  -6.42
C  -1.43  -4.92  0.69
C  -1.04  -1.36  -2.38
H  -5.55  6.56  -3.81
C  -4.29  2.03  5.68
C  -0.49  -6.85  -0.06
C  0.18  -1.46  -1.48


Electronic energy values (in Eh) by entry order: -116.5719 -899.5824 -251.3939 -932.7656 -317.3688 -5357.2152.
Molecular weight values (in g/mol) by entry order: 40.07 238.26 85.15 177.20 85.07 1246.64.